Entry 1:
108
Properties=species:S:1:pos:R:3 method="wB97M-V/def2-TZVPD" total_energy_ev=-112032.873 smiles="CCOCCO[C@]1(COO)C[C@](C[C@H](C)F)(P(O)(O)=S)C(=O)O1.C[N+](=O)[O-].C[N+](=O)[O-].C[N+](=O)[O-].C[N+](=O)[O-].C[N+](=O)[O-].C[N+](=O)[O-].C[N+](=O)[O-].C[N+](=O)[O-].C[N+](=O)[O-]" gap_ha=0.33043 total_charge=0 e_homo_ev=-9.39 spin_multiplicity=1 lumo_ev=-0.40
C -4.393 3.901 -1.633
C -3.176 3.406 -0.877
O -3.383 2.056 -0.471
C -2.269 1.222 -0.662
C -1.093 1.535 0.275
O -1.602 2.106 1.473
C -0.773 2.143 2.586
C -1.629 2.767 3.703
O -1.985 1.759 4.635
O -2.410 2.413 5.830
C 0.571 2.866 2.328
C 1.619 1.983 3.053
C 1.554 2.274 4.566
C 2.227 1.239 5.461
C 1.398 -0.007 5.719
F 2.444 1.886 6.685
P 3.350 2.215 2.392
O 3.143 2.985 0.979
O 3.888 0.764 1.992
S 4.558 3.148 3.531
C 0.955 0.636 2.736
O 1.420 -0.396 2.337
O -0.380 0.794 2.939
H -4.357 4.990 -1.718
H -5.292 3.630 -1.078
H -4.438 3.473 -2.637
H -3.021 4.017 0.020
H -2.266 3.479 -1.488
H -1.912 1.255 -1.692
H -2.606 0.201 -0.459
H -0.559 0.602 0.488
H -0.400 2.230 -0.214
H -1.082 3.562 4.218
H -2.517 3.204 3.236
H -1.585 2.456 6.338
H 0.590 3.918 2.616
H 0.753 2.847 1.258
H 0.502 2.311 4.858
H 1.995 3.252 4.763
H 3.216 0.978 5.073
H 1.645 -0.790 4.997
H 1.604 -0.374 6.724
H 0.326 0.192 5.617
H 2.716 2.438 0.305
H 3.490 0.338 1.223
C 0.747 -0.812 -4.207
N -0.124 -0.048 -3.278
O 0.401 0.584 -2.380
O -1.320 -0.106 -3.472
H 1.775 -0.669 -3.896
H 0.454 -1.853 -4.132
H 0.566 -0.433 -5.209
C -4.420 -1.534 -3.196
N -4.743 -2.584 -4.202
O -3.860 -2.950 -4.951
O -5.877 -3.018 -4.199
H -3.383 -1.248 -3.322
H -5.091 -0.698 -3.369
H -4.605 -1.966 -2.218
C 0.566 -5.883 -3.063
N 0.576 -4.522 -2.472
O 1.299 -3.665 -2.937
O -0.160 -4.358 -1.518
H 1.263 -5.917 -3.892
H 0.851 -6.563 -2.268
H -0.450 -6.088 -3.387
C -4.916 7.858 1.655
N -4.288 6.542 1.357
O -3.119 6.389 1.651
O -4.992 5.704 0.835
H -4.170 8.494 2.115
H -5.272 8.264 0.713
H -5.753 7.669 2.320
C 5.036 5.468 -0.637
N 6.000 5.139 -1.719
O 6.119 3.974 -2.041
O 6.615 6.062 -2.212
H 4.578 4.548 -0.298
H 5.598 5.946 0.159
H 4.304 6.153 -1.055
C -4.232 -7.019 -5.159
N -2.878 -7.175 -5.758
O -1.912 -6.940 -5.057
O -2.828 -7.526 -6.915
H -4.116 -6.699 -4.131
H -4.762 -6.278 -5.752
H -4.725 -7.983 -5.232
C -0.586 -5.062 1.638
N -1.297 -6.260 2.165
O -1.738 -7.058 1.356
O -1.383 -6.374 3.367
H -0.605 -5.112 0.558
H -1.099 -4.181 2.012
H 0.427 -5.098 2.029
C -1.377 -9.505 -0.819
N -0.183 -9.762 -1.674
O 0.049 -10.899 -2.016
O 0.487 -8.790 -1.973
H -1.870 -10.452 -0.636
H -1.031 -9.040 0.099
H -2.013 -8.812 -1.362
C 9.820 3.888 -0.399
N 9.156 4.874 0.497
O 9.851 5.649 1.116
O 7.943 4.830 0.536
H 10.891 4.042 -0.339
H 9.531 2.899 -0.055
H 9.436 4.062 -1.400

Entry 2:
56
Properties=species:S:1:pos:R:3 method="wB97M-V/def2-TZVPD" total_energy_ev=-63479.448 gap_ha=0.30548 total_charge=-1 e_homo_ev=-6.17 spin_multiplicity=1 lumo_ev=2.14
C -0.266 0.716 -0.197
C 0.281 1.582 -1.314
I -0.709 0.924 -3.158
C 1.779 1.449 -1.574
S 2.747 1.425 -0.059
O 2.381 2.651 0.609
O 2.434 0.254 0.737
N 4.320 1.506 -0.416
S 4.889 0.391 -1.460
O 4.346 0.504 -2.802
O 6.319 0.563 -1.458
C 4.644 -1.298 -0.901
C 3.321 -1.926 -1.290
N 3.381 -2.518 -2.634
H -1.347 0.704 -0.269
H 0.050 1.160 0.740
H 0.134 -0.285 -0.257
H -0.021 2.611 -1.213
H 1.981 0.606 -2.215
H 2.115 2.318 -2.125
H 5.428 -1.880 -1.369
H 4.779 -1.327 0.171
H 2.475 -1.265 -1.191
H 3.133 -2.738 -0.593
H 2.501 -3.009 -2.749
H 3.365 -1.805 -3.357
N -2.324 1.991 3.155
C -2.601 0.843 3.838
C -3.942 0.592 3.713
C -4.493 1.634 2.914
C -3.466 2.479 2.586
H -1.415 2.413 3.080
H -1.825 0.304 4.353
H -4.468 -0.245 4.141
H -5.522 1.748 2.614
H -3.450 3.380 1.998
N -6.062 1.589 5.922
C -7.060 0.667 6.046
C -7.737 0.929 7.209
C -7.122 2.060 7.807
C -6.093 2.443 6.986
H -5.402 1.632 5.159
H -7.203 -0.096 5.300
H -8.579 0.372 7.587
H -7.402 2.537 8.732
H -5.383 3.248 7.069
N 3.138 -2.282 -7.382
C 2.905 -3.582 -7.743
C 3.794 -4.371 -7.060
C 4.589 -3.513 -6.253
C 4.159 -2.231 -6.473
H 2.636 -1.487 -7.729
H 2.133 -3.832 -8.450
H 3.864 -5.443 -7.128
H 5.383 -3.801 -5.586
H 4.489 -1.292 -6.061

Entry 3:
19
Properties=species:S:1:pos:R:3 method="wB97M-V/def2-TZVPD" s2=2.01 total_energy_ev=-9366.505 gap_ha="0.16765 / 0.28193" e_above_lowest_ev=3.653 total_charge=+1 e_homo_ev="-8.26 / -12.91" spin_multiplicity=3 lumo_ev="-3.70 / -5.24"
C -0.693 -0.282 0.533
C 3.086 0.036 0.744
C 3.188 0.802 -0.278
C -2.652 -0.246 -0.767
C -2.815 -1.079 0.566
C 3.695 1.396 -1.307
N -1.247 0.203 -0.551
N -1.499 -1.038 1.148
H 3.915 -0.304 1.310
H 2.135 -0.059 1.205
H -2.746 -0.947 -1.628
H -3.203 0.721 -0.937
H -3.690 -0.580 1.048
H -3.044 -2.071 0.287
H 0.316 0.119 0.897
H 4.072 2.407 -1.278
H 3.705 0.902 -2.317
H -1.066 1.153 -0.808
H -1.456 -1.132 2.133

Entry 4:
16
Properties=species:S:1:pos:R:3 method="wB97M-V/def2-TZVPD" total_energy_ev=-219405.928 gap_ha="0.27947 / 0.23350" e_above_lowest_ev=0.793 total_charge=0 e_homo_ev="-8.72 / -8.13" spin_multiplicity=1 lumo_ev="-1.12 / -1.78"
C 1.748 -0.423 0.789
C -0.336 1.656 -0.463
C -0.470 0.368 -1.063
C 0.211 1.615 0.951
C 0.683 0.256 1.407
C -0.666 -2.019 -0.690
N 2.768 -0.896 0.440
N -0.055 -0.732 -0.542
Br -0.477 3.232 -1.403
Br -1.716 0.412 -2.648
Br -0.049 -0.548 2.857
H 1.044 2.255 0.714
H -0.552 1.862 1.716
H -1.485 -2.088 -1.456
H 0.259 -2.569 -0.978
H -0.907 -2.381 0.369

Entry 5:
16
Properties=species:S:1:pos:R:3 method="wB97M-V/def2-TZVPD" total_energy_ev=-78889.460 gap_ha="0.27998 / 0.30511" e_above_lowest_ev=5.863 total_charge=0 e_homo_ev="-7.56 / -8.50" spin_multiplicity=1 lumo_ev="0.06 / -0.20"
C 0.313 0.839 0.361
C -1.062 0.844 0.293
C -1.804 -0.282 0.339
C -1.669 2.209 0.364
C 1.732 -2.261 -0.307
N 0.620 -1.507 0.045
O 1.015 -0.240 0.046
Br -3.574 -0.543 -0.215
H 0.804 1.792 0.350
H -1.201 -1.305 0.416
H -1.935 2.499 1.341
H -2.672 2.279 -0.204
H -0.974 3.067 -0.070
H 1.372 -3.059 -0.875
H 2.358 -1.594 -0.900
H 2.304 -2.617 0.514

Entry 6:
66
Properties=species:S:1:pos:R:3 method="wB97M-V/def2-TZVPD" s2=0.75 total_energy_ev=-256528.269 gap_ha="0.26802 / 0.23483" total_charge=0 e_homo_ev="-8.18 / -8.16" spin_multiplicity=2 lumo_ev="-0.89 / -1.77"
Cu 0.164 -1.278 -1.460
Br -3.420 3.623 4.449
C -4.288 2.928 2.919
C -4.415 1.554 2.773
C -5.030 1.039 1.644
C -5.549 1.903 0.683
C -5.465 3.277 0.873
C -4.809 3.798 1.975
N -6.376 1.455 -0.406
N -6.114 0.465 -1.108
C -4.845 -0.192 -1.090
C -4.865 -1.568 -1.063
C -3.699 -2.343 -1.028
C -2.460 -1.736 -1.126
O -1.319 -2.378 -1.122
C -2.440 -0.312 -1.296
N -1.206 0.221 -1.525
C -1.069 1.518 -1.676
C -2.176 2.382 -1.656
C -3.428 1.865 -1.468
C -3.602 0.478 -1.250
H -4.040 0.889 3.540
H -5.134 -0.031 1.533
H -5.925 3.935 0.146
H -4.725 4.867 2.113
H -5.834 -2.052 -1.028
H -3.751 -3.421 -0.957
H -0.066 1.886 -1.857
H -2.028 3.440 -1.820
H -4.289 2.519 -1.505
O 5.517 -3.065 -1.379
C 5.015 -3.223 -0.169
O 5.591 -3.839 0.689
C 3.689 -2.579 0.113
C 3.112 -2.487 1.368
Cl 3.741 -3.104 2.814
N 1.916 -1.848 1.266
N 1.701 -1.532 -0.029
C 2.747 -1.955 -0.723
C 2.737 -1.659 -2.205
O 3.732 -1.898 -2.879
O 1.648 -1.158 -2.650
C 1.014 -1.316 2.261
C 1.334 -1.277 3.612
C 0.446 -0.702 4.512
C -0.752 -0.157 4.088
C -1.067 -0.202 2.739
C -0.197 -0.781 1.834
H 4.898 -2.572 -1.995
H 2.263 -1.666 3.983
H 0.714 -0.678 5.560
H -1.426 0.307 4.795
H -1.995 0.218 2.373
H -0.477 -0.805 0.797
Br 5.794 0.498 0.736
C 5.647 0.668 -1.141
C 6.681 0.158 -1.915
C 6.619 0.246 -3.294
C 5.528 0.843 -3.906
C 4.496 1.350 -3.137
C 4.552 1.265 -1.752
I 2.940 2.001 -0.661
H 7.520 -0.319 -1.428
H 7.425 -0.162 -3.890
H 5.469 0.902 -4.984
H 3.631 1.794 -3.610

Entry 7:
94
Properties=species:S:1:pos:R:3 method="wB97M-V/def2-TZVPD" total_energy_ev=-57649.522 gap_ha=0.24596 total_charge=+1 e_homo_ev=-11.44 spin_multiplicity=1 lumo_ev=-4.74
C 3.798 -5.504 0.560
C 3.138 -4.447 -0.254
C 3.823 -3.140 -0.103
C 3.124 -1.978 -0.780
C 3.066 -0.720 0.049
C 1.879 0.174 -0.249
C 0.784 -0.020 0.741
C -0.427 0.763 0.401
C -1.494 0.691 1.428
C -2.738 1.433 1.022
C -3.558 0.632 0.077
C -4.923 1.190 -0.168
C -5.964 1.034 0.926
C -5.956 -0.232 1.735
C -5.990 -1.553 1.037
C -6.974 -1.740 -0.097
C -6.318 -2.276 -1.247
C -5.132 -1.932 -1.529
C -4.537 -2.471 -2.549
N -5.107 -3.361 -3.294
N -6.370 -3.755 -3.078
C -6.936 -3.181 -2.057
H 3.529 -6.476 0.224
H 3.477 -5.431 1.569
H 4.857 -5.410 0.514
H 3.159 -4.757 -1.271
H 2.112 -4.395 0.025
H 4.788 -3.257 -0.539
H 3.974 -2.951 0.934
H 2.124 -2.275 -1.013
H 3.620 -1.785 -1.702
H 3.957 -0.167 -0.094
H 3.028 -1.021 1.066
H 1.508 -0.076 -1.225
H 2.205 1.174 -0.258
H 0.568 -1.066 0.797
H 1.155 0.269 1.695
H -0.147 1.784 0.255
H -0.803 0.389 -0.529
H -1.721 -0.343 1.561
H -1.132 1.053 2.363
H -2.415 2.316 0.520
H -3.306 1.664 1.897
H -3.046 0.609 -0.856
H -3.571 -0.376 0.428
H -5.339 0.787 -1.064
H -4.824 2.232 -0.349
H -6.916 1.206 0.493
H -5.835 1.824 1.624
H -6.798 -0.179 2.382
H -5.101 -0.202 2.364
H -6.242 -2.270 1.772
H -5.019 -1.825 0.702
H -7.510 -0.855 -0.370
H -7.718 -2.438 0.199
H -4.627 -1.222 -0.948
H -3.558 -2.168 -2.794
H -4.625 -3.789 -4.063
H -7.933 -3.463 -1.851
C 2.824 5.424 0.052
N 2.529 3.971 -0.072
O 2.052 3.565 -1.111
O 2.792 3.270 0.881
H 2.545 5.928 -0.869
H 2.249 5.799 0.894
H 3.894 5.504 0.241
C 7.615 4.022 -1.331
N 6.327 4.741 -1.123
O 5.768 5.210 -2.085
O 5.917 4.806 0.019
H 7.847 4.046 -2.387
H 8.369 4.536 -0.745
H 7.479 3.007 -0.975
C 6.479 -4.452 3.604
N 6.863 -5.053 2.296
O 6.928 -6.259 2.227
O 7.077 -4.284 1.386
H 6.319 -5.254 4.311
H 7.293 -3.805 3.914
H 5.573 -3.878 3.440
C -1.776 -3.075 -0.450
N -1.351 -2.463 0.842
O -0.380 -2.903 1.397
O -2.049 -1.549 1.235
H -1.105 -3.881 -0.720
H -2.788 -3.437 -0.291
H -1.753 -2.277 -1.185
C -0.064 9.153 -1.704
N 1.179 8.485 -1.226
O 1.631 7.576 -1.890
O 1.662 8.895 -0.196
H -0.370 8.679 -2.626
H -0.812 9.035 -0.928
H 0.171 10.200 -1.854

Entry 8:
50
Properties=species:S:1:pos:R:3 method="wB97M-V/def2-TZVPD" s2=2.08 total_energy_ev=-186799.482 gap_ha="0.19843 / 0.17712" total_charge=0 e_homo_ev="-7.42 / -7.58" spin_multiplicity=3 lumo_ev="-2.02 / -2.76"
W 0.577 1.404 1.288
C 2.446 -3.482 1.920
C 2.784 -2.206 2.695
C 2.156 -2.271 4.093
C 2.439 -0.954 1.917
C 2.310 -0.915 0.549
C 2.168 0.361 -0.128
C 2.886 1.463 0.499
C 3.585 2.516 -0.324
C 2.932 1.450 1.875
C 2.275 0.346 2.586
H 2.678 -4.345 2.537
H 3.028 -3.569 1.006
H 1.383 -3.517 1.677
H 3.878 -2.178 2.823
H 1.067 -2.229 4.044
H 2.512 -1.482 4.750
H 2.434 -3.213 4.556
H 2.360 -1.811 -0.049
H 2.180 0.341 -1.223
H 4.557 2.128 -0.636
H 3.744 3.427 0.258
H 3.021 2.774 -1.225
H 3.516 2.187 2.433
H 2.415 0.353 3.677
Se 0.651 3.170 2.840
Te -1.336 1.031 2.851
Te -3.331 0.641 4.582
Se -0.562 -1.114 2.002
F -4.855 -0.876 -6.343
C -4.986 -1.543 -5.188
F -4.581 -2.805 -5.436
F -6.302 -1.616 -4.935
C -4.209 -0.933 -4.056
C -4.189 -1.587 -2.827
C -3.412 -1.088 -1.800
C -2.651 0.065 -2.007
C -2.721 0.744 -3.224
C -3.497 0.243 -4.249
C -1.740 0.512 -1.015
C -0.857 0.822 -0.229
H -4.767 -2.488 -2.689
H -3.385 -1.589 -0.843
H -2.157 1.654 -3.366
H -3.538 0.749 -5.200
F -1.164 4.031 -1.377
B -0.881 4.181 -0.119
F -1.441 3.300 0.734
F -0.202 5.178 0.332
F 0.784 2.743 -0.037